Model w:
# C4H8O2

A 2-piece molecular cluster, C4H8O2 overall (ωB97M-V with the def2-TZVPD basis set, OMol25).

HOMO-LUMO gap	10.65	eV
HOMO	-0.3648	Ha
lowest unoccupied orbital energy	0.0267	Eh
SMILES	C=C1C[C@H]1O.O
net charge	0

XYZ file:
```
14
Properties=species:S:1:pos:R:3:nbo_charge:R:1
C -0.58 1.24 -0.41 -0.3704
C -0.35 -0.04 -0.16 -0.0463
C -0.87 -1.41 -0.12 -0.4709
C 0.62 -1.10 -0.39 0.0535
O 1.17 -1.14 -1.66 -0.6937
H 0.24 1.88 -0.72 0.2045
H -1.57 1.67 -0.36 0.2118
H -1.50 -1.71 -0.94 0.2307
H -1.08 -1.89 0.83 0.2276
H 1.28 -1.40 0.43 0.1811
H 1.31 -2.06 -1.91 0.4724
O 0.34 2.19 2.13 -0.9410
H 1.04 2.40 1.50 0.4629
H -0.05 1.38 1.77 0.4779
```

Model x:
# C4H8O2

One molecule with the formula C4H8O2 (ωB97M-V with the def2-TZVPD basis set, OMol25).

HOMO-LUMO gap	9.05	eV
HOMO	-0.3006	Ha
lowest unoccupied orbital energy	0.0318	Eh
net charge	0

XYZ file:
```
14
Properties=species:S:1:pos:R:3:nbo_charge:R:1
C 1.77 -0.65 -0.95 -0.2711
O 0.64 0.23 -0.77 -0.5777
C -0.58 -0.51 -0.01 -0.0068
C -0.47 0.04 1.31 -0.6331
C -1.59 0.49 0.45 0.0365
O -1.61 1.80 -0.08 -0.7224
H 1.51 -1.36 -1.73 0.2013
H 1.99 -1.16 -0.01 0.1972
H 2.62 -0.04 -1.26 0.2060
H -0.71 -1.47 -0.49 0.2091
H 0.72 0.68 0.20 0.5001
H -0.56 -0.50 2.24 0.2154
H -2.61 0.11 0.55 0.1731
H -1.13 2.34 0.55 0.4723
```

Which of them is the least stable? Correct choice: model x.

Model w:
# C4H8O2

One molecule with the formula C4H8O2 (ωB97M-V with the def2-TZVPD basis set, OMol25).

HOMO-LUMO gap	9.31	eV
HOMO	-0.3159	Ha
lowest unoccupied orbital energy	0.0261	Eh
net charge	0

XYZ file:
```
14
Properties=species:S:1:pos:R:3:nbo_charge:R:1
C 0.25 0.45 1.94 -0.6468
C 0.02 0.27 0.47 0.3548
O 1.26 0.17 -0.22 -0.5150
C 0.99 -0.32 -1.45 -0.0250
C -1.20 -0.27 -1.13 -0.1986
O -0.80 -0.81 0.12 -0.5442
H -0.67 0.78 2.42 0.2237
H 1.03 1.20 2.10 0.2301
H 0.57 -0.49 2.42 0.2296
H -0.48 1.04 -0.21 0.1881
H 1.81 0.00 -2.13 0.1837
H 0.75 -1.37 -1.51 0.1581
H -1.40 -0.97 -1.92 0.1748
H -2.13 0.32 -0.91 0.1869
```

Model x:
# C4H8O2

One molecule with the formula C4H8O2 (ωB97M-V with the def2-TZVPD basis set, OMol25).

HOMO-LUMO gap	9.27	eV
HOMO	-0.3089	Ha
lowest unoccupied orbital energy	0.0320	Eh
SMILES	CO/C(C)=C/O
net charge	0

XYZ file:
```
14
Properties=species:S:1:pos:R:3:nbo_charge:R:1
C -1.42 1.41 -0.77 -0.2511
O -0.63 1.04 0.35 -0.5057
C 0.11 -0.10 0.30 0.2803
C 0.94 -0.25 1.54 -0.6628
C 0.14 -0.99 -0.70 -0.0271
O 0.97 -2.10 -0.68 -0.7118
H -2.47 1.15 -0.60 0.1829
H -1.08 0.94 -1.70 0.1786
H -1.32 2.49 -0.88 0.1913
H 0.31 -0.10 2.42 0.2281
H 1.73 0.51 1.58 0.2198
H 1.39 -1.24 1.58 0.2323
H -0.52 -0.94 -1.57 0.1705
H 1.87 -1.81 -0.87 0.4747
```

Which of them is the least stable? Correct choice: model w.